ORCA calculation (ωB97M-V with the def2-TZVPD basis set) on a molecular structure, C47H45N12O4SSiSr.

Energy relative to the best compared isomer or geometry (same formula, charge and spin), kJ/mol: 0.0
Electronic energy, eV: -95091.5432
Net charge: -1
LUMO energy, eV: 0.524
Multiplicity: 1

The geometry in XYZ format:
```
111
Properties=species:S:1:pos:R:3:mulliken_charge:R:1
Sr 0.32206 -0.47954 -0.19808 1.400
C -3.01190 -0.73824 0.49058 -0.920
N -2.03576 0.31592 0.83581 0.468
C -1.95928 0.55620 2.26358 -1.619
C -1.21642 -0.56079 2.94362 0.506
N -0.80381 -1.64425 2.34537 0.064
C -0.19706 -2.40204 3.35059 -0.186
C 0.44509 -3.63710 3.27273 -0.129
C 0.98846 -4.15052 4.43835 -0.936
C 0.89231 -3.46338 5.66100 -0.358
C 0.25786 -2.23667 5.75100 -1.274
C -0.27327 -1.72625 4.57169 0.643
N -0.94042 -0.54702 4.28169 0.163
C -2.81231 -1.11186 -0.94497 -0.272
N -2.24287 -2.21835 -1.35675 -0.337
C -2.19813 -2.08212 -2.74367 0.441
C -1.67346 -2.94574 -3.70343 -0.530
C -1.70608 -2.53988 -5.02269 -0.569
C -2.23944 -1.29027 -5.38906 -0.550
C -2.76092 -0.42269 -4.44776 -0.892
C -2.73450 -0.84820 -3.12105 0.775
N -3.14955 -0.25422 -1.94648 -0.047
H -2.83517 -1.62527 1.08981 0.407
H -4.04083 -0.39333 0.64738 0.469
H -2.35881 1.17403 0.34063 0.029
H -1.41887 1.49013 2.43315 0.290
H -2.94416 0.67051 2.74135 0.449
H 0.53605 -4.14620 2.31978 0.479
H 1.50033 -5.10423 4.40821 0.447
H 1.32595 -3.90198 6.55164 0.405
H 0.19163 -1.70298 6.69132 0.442
H -1.15574 0.19742 4.92099 0.256
H -1.22523 -3.88615 -3.40801 0.366
H -1.28320 -3.17831 -5.78865 0.390
H -2.22696 -0.99666 -6.43180 0.365
H -3.15739 0.54633 -4.72448 0.410
H -3.32236 0.74477 -1.75491 0.342
C 0.27787 3.54382 -4.25297 -1.335
C 0.04222 3.21622 -2.80906 0.507
N 1.00327 2.97428 -2.00124 0.372
O 2.24561 3.09387 -2.64613 -0.592
C -1.34720 3.16287 -2.27679 0.087
C -2.33798 4.21118 -2.68196 -1.971
N -1.64528 2.20617 -1.46512 0.798
O -2.89211 2.25105 -0.95999 -1.115
H 0.67980 2.65542 -4.74783 0.125
H 1.02076 4.33310 -4.36529 0.347
H -0.64889 3.83844 -4.74270 0.395
H 2.84515 2.66800 -2.01810 0.323
H -1.85921 5.18891 -2.78346 0.398
H -3.11810 4.25108 -1.92477 0.435
H -2.81985 3.97995 -3.63734 0.347
O 1.98670 5.44746 5.23286 -0.650
N 2.45571 4.38037 5.57574 1.066
O 3.05150 4.19284 6.61590 -0.667
C 2.28632 3.21761 4.64611 -0.653
C 2.84065 2.07341 5.06300 -0.656
C 2.75619 0.88305 4.27769 1.202
C 3.34014 -0.32923 4.69072 -0.523
C 3.22281 -1.42584 3.88940 -1.498
C 2.50409 -1.29966 2.68427 -0.265
N 1.94750 -0.17381 2.28152 1.303
C 2.08041 0.91670 3.06055 -0.847
C 1.49241 2.16631 2.59975 -0.574
N 0.88029 2.12141 1.39803 0.898
C 0.33570 3.22022 0.92257 -0.171
C 0.35721 4.42977 1.63567 -1.204
C 0.96894 4.49180 2.85291 -0.855
C 1.58088 3.33186 3.38306 1.043
H 3.36227 2.05727 6.01020 0.595
H 3.87053 -0.37232 5.63571 0.469
H 3.64546 -2.38287 4.16206 0.570
H 2.38566 -2.15049 2.02209 -0.117
H -0.13594 3.13960 -0.04578 0.135
H -0.11756 5.30607 1.21466 0.537
H 0.99042 5.41575 3.40438 0.578
C 4.10453 0.11650 -6.15998 -1.060
Si 3.77182 -1.29083 -4.97919 -0.015
C 5.24794 -2.44261 -5.01787 -1.154
C 2.31482 -2.25415 -5.59679 -0.889
C 3.71391 -0.57636 -3.24737 0.035
C 4.92191 -0.21702 -2.68153 -0.417
C 5.00750 0.28499 -1.37765 -1.442
C 3.83133 0.37001 -0.67125 -0.925
N 2.63403 0.05872 -1.18488 1.785
C 2.53119 -0.37458 -2.47459 0.143
S 0.94555 -0.62073 -3.10537 0.142
H 4.19290 -0.25871 -7.18507 0.323
H 5.03011 0.64140 -5.90539 0.298
H 3.28650 0.84235 -6.12878 0.262
H 5.34127 -2.89789 -6.00912 0.338
H 5.12878 -3.24558 -4.28458 0.323
H 6.18588 -1.92474 -4.79918 0.320
H 2.61698 -2.77587 -6.51161 0.483
H 1.46812 -1.59903 -5.80902 0.218
H 1.97383 -2.98560 -4.85935 0.202
H 5.83878 -0.33334 -3.25423 0.244
H 5.95153 0.56806 -0.93257 0.465
H 3.82531 0.70722 0.36207 0.190
N 3.36649 -8.01253 0.07702 -0.628
C 2.95317 -6.93976 0.00216 -0.131
C 2.43135 -5.59488 -0.08716 0.529
C 1.06445 -5.37536 -0.26896 -0.618
C 0.57605 -4.07641 -0.31484 -1.551
C 1.38073 -2.91410 -0.19017 1.102
C 2.75578 -3.21413 -0.04781 -0.564
C 3.28562 -4.49918 0.01196 -0.918
H 0.40108 -6.22986 -0.36200 0.449
H -0.49788 -3.95713 -0.44681 0.415
H 3.47651 -2.39590 0.01368 0.335
H 4.35132 -4.66658 0.13036 0.483
```

***

ORCA calculation (ωB97M-V with the def2-TZVPD basis set) on a molecular structure, C47H45N3P4S5Sn.

Energy relative to the best compared isomer or geometry (same formula, charge and spin), kJ/mol: 30.3
Electronic energy, eV: -151106.1802
Net charge: -2
LUMO energy, eV: 4.095
Multiplicity: 1

The geometry in XYZ format:
```
105
Properties=species:S:1:pos:R:3:mulliken_charge:R:1
Sn 1.41839 -0.79306 0.86550 1.854
C 4.70384 -2.90546 0.84123 -1.236
P 2.95622 -3.03428 0.26758 1.068
C 3.27830 -3.51987 -1.46517 -1.563
C 2.34865 -4.53070 1.12251 0.244
C 2.38256 -5.79525 0.54042 -0.773
C 1.90485 -6.90001 1.22883 -0.695
C 1.37852 -6.74989 2.50459 -0.724
C 1.32984 -5.49790 3.09131 -0.886
C 1.79576 -4.37958 2.40419 0.281
P 1.82829 -2.69267 3.10063 0.747
C 3.12383 -2.90418 4.40395 -1.467
C 0.40865 -2.44822 4.23150 -1.311
H 5.28414 -3.80669 0.63310 0.345
H 4.72430 -2.67402 1.90582 0.256
H 5.11837 -2.05009 0.30475 0.436
H 4.07522 -4.26450 -1.53164 0.498
H 3.58464 -2.61098 -1.98552 0.306
H 2.36302 -3.88081 -1.92932 0.395
H 2.78405 -5.91917 -0.45816 0.305
H 1.94459 -7.88040 0.76970 0.383
H 1.00459 -7.61265 3.04406 0.374
H 0.88593 -5.36828 4.07231 0.323
H 2.84606 -3.69317 5.10676 0.432
H 3.19543 -1.94906 4.92854 0.387
H 4.09187 -3.13378 3.96012 0.357
H 0.40826 -3.14705 5.07063 0.443
H -0.51561 -2.53134 3.66233 0.263
H 0.50841 -1.42535 4.60242 0.415
C -1.91377 2.96719 0.20484 -2.311
N -1.79525 2.77720 -1.23630 0.486
C -1.43273 1.48509 -1.81399 -2.732
P 0.38808 0.94636 -1.61410 1.541
C 1.22362 2.50785 -2.09465 0.607
C 1.52743 3.39118 -1.06423 -0.654
C 2.12712 4.61435 -1.32743 -1.017
C 2.45567 4.95170 -2.63097 -0.669
C 2.17930 4.06757 -3.66633 -0.697
C 1.56493 2.85367 -3.40261 -0.249
C 0.68147 -0.06292 -3.10524 0.528
C -0.32522 -0.68760 -3.83489 -0.210
C -0.00978 -1.47432 -4.93460 -0.620
C 1.31443 -1.65298 -5.30382 -0.674
C 2.32864 -1.06534 -4.55791 -0.780
C 2.01583 -0.28190 -3.45804 -0.607
C -1.87504 3.91435 -2.02471 1.734
C -2.31739 5.13541 -1.47638 -0.820
C -2.47263 6.26689 -2.26240 -0.658
C -2.19141 6.24305 -3.61907 -0.610
C -1.73676 5.05255 -4.17071 -0.671
C -1.58061 3.91440 -3.40083 -0.638
P -1.45488 1.50544 1.25141 1.492
C -1.46389 2.34035 2.88100 0.504
C -2.13000 1.76818 3.96718 -0.785
C -2.04654 2.34239 5.22844 -0.644
C -1.26982 3.47502 5.42852 -0.525
C -0.55175 4.01104 4.36988 -0.738
C -0.63869 3.44297 3.10792 -0.269
C -3.04888 0.59501 1.24473 -0.020
C -3.01383 -0.73022 0.82251 -0.080
C -4.18137 -1.48191 0.73523 -0.002
C -5.39468 -0.89664 1.05904 -0.626
C -5.44254 0.43194 1.47641 -0.827
C -4.27764 1.17425 1.57514 -0.228
H -2.94209 3.24842 0.45259 0.785
H -1.25592 3.78402 0.51634 0.876
H -1.69820 1.49163 -2.86671 1.035
H -2.02741 0.70785 -1.32963 0.288
H 1.33012 3.09899 -0.03768 0.526
H 2.36346 5.28257 -0.50938 0.527
H 2.94467 5.89621 -2.84123 0.367
H 2.45065 4.32301 -4.68474 0.384
H 1.35240 2.16878 -4.21412 0.300
H -1.36014 -0.60837 -3.52805 0.377
H -0.80469 -1.96910 -5.47477 0.357
H 1.55932 -2.26886 -6.16143 0.327
H 3.36570 -1.22528 -4.83070 0.421
H 2.80257 0.16715 -2.85848 0.521
H -2.55121 5.21358 -0.42543 0.338
H -2.82394 7.18096 -1.79666 0.360
H -2.31383 7.12972 -4.22909 0.362
H -1.48805 5.00469 -5.22480 0.369
H -1.19735 3.02893 -3.88025 0.080
H -2.71133 0.86667 3.82519 0.462
H -2.57606 1.89206 6.05938 0.398
H -1.19721 3.91913 6.41414 0.349
H 0.10727 4.85577 4.52660 0.418
H -0.02818 3.84709 2.30771 0.233
H -2.05986 -1.17945 0.56208 -0.180
H -4.13434 -2.52008 0.42780 0.181
H -6.30842 -1.47542 0.99302 0.389
H -6.39276 0.89191 1.72499 0.362
H -4.31598 2.19919 1.92698 0.426
S -0.04934 -2.59370 -1.04325 0.058
C -1.38142 -3.43084 -0.29975 0.154
S -1.50335 -3.57888 1.38006 -0.339
C -2.39937 -3.92592 -1.14938 0.587
C -2.37714 -3.74579 -2.55947 -0.044
N -2.44396 -3.61615 -3.70841 -0.719
C -3.55862 -4.57955 -0.65477 -0.291
N -4.53763 -5.09085 -0.30821 -0.748
S 4.07470 3.05257 1.52379 -0.362
C 3.45174 1.49936 1.47704 0.038
S 3.56261 0.53408 0.02496 -0.511
S 2.67019 0.78074 2.82772 -0.453
```

***

Which of these has the highest LUMO energy?
C47H45N3P4S5Sn